Here is 2 unconnected molecules or ions with the total composition C7H15ClN3 from OMol25. Energies are from ωB97M-V/def2-TZVPD.

Values from the calculation:
Total charge: +1
Lowest unoccupied orbital energy in eV: -3.98
Energy relative to the best compared isomer or geometry (same formula, charge and spin) in eV: 0.1946
HOMO-LUMO gap in eV: 8.592

Element x y z (Å)
C1 0.65004 -0.55832 0.19389
C2 1.72619 -2.49122 0.52731
C3 1.99129 -1.50983 1.70754
C4 1.41121 2.31398 -0.10423
C5 -1.02431 2.61509 -0.66329
C6 -2.73582 -1.08859 1.49085
C7 0.06523 1.64265 -0.42554
N1 0.68627 -1.86557 -0.29659
N2 1.18756 -0.30506 1.34873
N3 -0.22993 0.38965 -0.40868
Cl1 -2.81072 -1.11519 -0.31781
H1 2.71816 -2.63377 0.10275
H2 1.45697 -3.44246 0.91494
H3 1.60418 -1.85383 2.64713
H4 3.07451 -1.32465 1.77597
H5 1.31997 3.17592 0.55032
H6 1.86336 2.74002 -1.03452
H7 2.03169 1.54149 0.34599
H8 -1.88818 2.18242 -1.14283
H9 -0.57278 3.53629 -1.21088
H10 -1.32204 2.95107 0.31497
H11 -2.18360 -1.99930 1.69295
H12 -2.38188 -0.17280 1.84498
H13 0.38377 -2.08830 -1.22191
H14 -3.79280 -1.11612 1.80833
H15 -1.26587 0.15282 -0.64265

Atoms 1-6, force components in eV/Å:
C -0.3 -1.6 1.8
C 1.1 -0.4 0.6
C -0.9 0.5 -1.2
C -0.1 -1.4 -0.8
C 1.2 1.3 -1.4
C -1.9 -1.5 -0.9

Here is a molecular structure, C7H15Cs4NO13S3 from OMol25. Energies are from ωB97M-V/def2-TZVPD.

Values from the calculation:
Total charge: +2
Lowest unoccupied orbital energy in eV: -6.85
HOMO-LUMO gap in eV: 7.496

Element x y z (Å)
Cs1 3.24093 -1.15952 -1.65824
Cs2 4.68446 -0.09562 2.52292
Cs3 0.58351 1.32368 4.05718
Cs4 3.30425 3.92456 1.84625
S1 1.57990 1.22839 0.17394
O1 0.59379 1.75080 1.16443
O2 2.30358 2.40533 -0.40679
O3 2.52930 0.26206 0.80175
O4 0.83996 0.52064 -0.87105
C1 -3.43136 -1.79846 4.68745
C2 -2.79833 -1.03429 3.54718
O5 -1.71145 -1.39563 3.09101
N1 -3.52058 0.01129 3.10993
C3 -3.16245 0.90989 2.04331
H1 -4.31905 -2.33731 4.36098
H2 -3.70944 -1.10327 5.48472
H3 -2.71065 -2.48599 5.11867
H4 -4.36356 0.20025 3.62370
H5 -3.24551 0.42016 1.06859
H6 -2.16487 1.34561 2.08538
H7 -3.87794 1.72844 1.97773
C4 1.64358 3.54007 -3.43747
C5 0.74769 2.32327 -3.69537
O6 1.67868 1.26847 -3.93232
S2 2.87426 1.83198 -4.81362
O7 2.41653 2.05804 -6.14924
O8 4.08193 1.10394 -4.56860
O9 2.91033 3.27615 -4.05005
H8 1.84072 3.70405 -2.37948
H9 1.26871 4.50678 -3.78231
H10 0.12316 2.47460 -4.57389
H11 0.18245 2.08043 -2.80170
C6 -0.85394 -2.19707 -0.30458
C7 0.33490 -2.43469 0.62750
O10 1.21913 -3.26447 -0.14049
S3 0.39935 -4.21923 -1.16085
O11 0.26588 -5.55031 -0.67853
O12 0.86549 -3.97341 -2.49575
O13 -0.98427 -3.37540 -1.07658
H12 -0.66919 -1.37494 -1.00516
H13 -1.78419 -1.96286 0.21174
H14 -0.01312 -2.95103 1.52298
H15 0.80741 -1.48539 0.85476

Atoms 1-6, force components in eV/Å:
Cs -0.3 -0.2 -0.9
Cs 0.3 -0.4 -0.1
Cs -0.7 -0.4 -0.4
Cs -0.3 0.3 -0.6
S -2.4 1.7 -1.9
O 1.0 -0.1 1.2

Here is a molecular structure, C7H15F10FeN7O24S6 from OMol25. Energies are from ωB97M-V/def2-TZVPD.

Values from the calculation:
Total charge: -1
2S+1: 6
Lowest unoccupied orbital energy (alpha / beta) in eV: 0.34 / -1.65
Energy relative to the best compared isomer or geometry (same formula, charge and spin) in eV: 0.0000
<S²>: 8.760
HOMO-LUMO gap (alpha / beta) in eV: 8.405 / 6.283

Element x y z (Å)
Fe1 11.29053 21.91166 -13.76453
C1 12.14270 18.78153 -10.64310
F1 12.58761 17.97511 -11.58056
F2 11.96665 18.03832 -9.54859
F3 12.96670 19.76357 -10.27587
S1 10.54699 19.62915 -11.27480
O1 9.70024 18.55711 -11.74078
O2 9.98491 20.41092 -10.19970
O3 10.94561 20.51095 -12.42537
C2 11.57297 18.32022 -16.49241
F4 11.07624 17.35406 -17.23422
F5 12.22848 17.77221 -15.49046
F6 12.35544 19.09408 -17.22770
S2 10.17682 19.40043 -15.81731
O4 9.41486 18.55687 -14.91426
O5 10.87142 20.56555 -15.15999
O6 9.39048 19.81544 -16.96933
N1 11.25000 23.35948 -12.43617
S3 12.01402 23.49797 -11.03832
O7 11.28193 23.15827 -9.85480
O8 13.05821 24.47410 -10.94464
F7 12.91044 22.18056 -11.24486
S4 10.52955 24.91051 -12.39392
O9 11.40782 25.92286 -12.90034
O10 9.63425 25.08369 -11.30982
F8 9.56940 24.75273 -13.67107
N2 13.16140 21.75340 -14.20136
S5 14.33442 23.06913 -14.31894
O11 14.82154 23.31791 -15.64486
O12 15.10942 23.49314 -13.20178
F9 13.14537 24.13830 -14.24094
S6 14.35596 20.64295 -14.02177
O13 15.03299 20.54995 -12.75618
O14 15.01960 20.22545 -15.21474
F10 13.27081 19.49309 -13.76173
C3 18.54126 23.03025 -12.91955
N3 18.74254 23.66237 -11.59201
O15 17.81708 24.05542 -10.92539
O16 19.90685 23.78283 -11.23567
H1 17.48078 22.95344 -13.12800
H2 19.05207 22.07135 -12.94116
H3 19.14979 23.70502 -13.51954
C4 16.22416 21.26552 -9.97285
N4 16.30383 21.35447 -8.48951
O17 16.89039 20.45709 -7.91762
O18 15.90046 22.37633 -7.98184
H4 16.00488 22.28672 -10.26529
H5 15.47148 20.55226 -10.29271
H6 17.20492 20.91650 -10.28447
C5 10.78628 25.10125 -16.68749
N5 10.35301 23.76634 -16.21121
O19 10.99130 23.23840 -15.30584
O20 9.47860 23.25060 -16.82161
H7 11.86949 25.04562 -16.78064
H8 10.58126 25.79478 -15.86995
H9 10.23980 25.36577 -17.58045
C6 13.95171 21.37605 -18.40919
N6 12.60444 21.62076 -19.01350
O21 11.78211 22.17321 -18.30789
O22 12.39008 21.17555 -20.11762
H10 13.81530 21.40079 -17.33205
H11 14.62043 22.15680 -18.75394
H12 14.32051 20.38910 -18.67142
C7 15.00157 26.07427 -17.13580
N7 14.85155 25.20521 -18.33341
O23 15.68536 25.32510 -19.21832
O24 13.93967 24.40189 -18.39178
H13 15.52764 25.38883 -16.47098
H14 14.06292 26.39978 -16.69922
H15 15.54501 26.94747 -17.47838

Atoms 1-6, force components in eV/Å:
Fe -1.4 -2.7 0.0
C -1.2 0.8 0.4
F 0.7 0.3 -0.3
F -0.7 0.1 -0.2
F 0.7 -0.3 -0.7
S -3.0 -1.1 1.1

Results for max |F|: 2.542, 3.521, 7.365 (in eV/A, following the order of the records).
Results for electronic energy: -24487.742, -70296.414, -193631.468 (in eV, following the order of the records).